C22H15F13N2O7S | wB97M-V/def2-TZVPD

Calculated values
Largest force on an atom   0.730 eV Å⁻¹
HOMO-LUMO gap   8.91 eV
2S+1   1
Net charge   0
SMILES   O=C1C=C(CCC(F)(F)C(F)(F)C(F)(F)C(F)(F)S(F)(F)(F)(F)F)C(=O)O1.O=[N+]([O-])c1ccccc1.O=[N+]([O-])c1ccccc1

Geometry (Å):
1 O -3.8714 -2.7210 6.2572
2 C -3.4046 -2.1694 5.3060
3 C -3.4894 -0.7415 4.9163
4 C -3.1214 -0.6306 3.6354
5 C -3.2786 0.5858 2.7631
6 C -2.9172 0.4052 1.2776
7 C -1.5413 0.9142 0.9223
8 F -1.1787 0.4149 -0.2920
9 F -0.6247 0.4449 1.8300
10 C -1.4026 2.4904 0.9300
11 F -0.7353 2.8779 2.0349
12 F -2.6469 3.0322 1.0015
13 C -0.7524 3.1646 -0.3213
14 F -0.9621 4.4848 -0.2511
15 F -1.4257 2.7149 -1.3952
16 C 0.7730 2.8506 -0.5523
17 F 0.9590 2.7537 -1.8605
18 F 1.0495 1.6765 0.0019
19 S 2.0733 4.1162 0.0721
20 F 1.4824 5.1800 -0.9428
21 F 1.1007 4.6320 1.2111
22 F 2.6799 3.0605 1.0959
23 F 3.0913 3.5974 -1.0303
24 F 3.1461 5.1703 0.5392
25 C -2.5122 -1.9515 3.2579
26 O -1.8572 -2.2422 2.3018
27 O -2.7533 -2.8434 4.2877
28 H -3.8740 0.0232 5.5807
29 H -4.3545 0.7938 2.7890
30 H -2.7960 1.4576 3.2067
31 H -3.6573 0.8809 0.6357
32 H -2.9018 -0.6536 1.0159
33 O -4.7038 -1.4769 -3.0596
34 N -3.7606 -1.8321 -2.3844
35 O -3.8138 -2.0784 -1.1951
36 C -2.4422 -1.9379 -3.0325
37 C -2.3288 -1.6255 -4.3745
38 C -1.0772 -1.6921 -4.9652
39 C 0.0310 -2.0639 -4.2146
40 C -0.1085 -2.3785 -2.8694
41 C -1.3544 -2.3179 -2.2666
42 H -3.1983 -1.3318 -4.9429
43 H -0.9663 -1.4464 -6.0123
44 H 1.0082 -2.1039 -4.6769
45 H 0.7560 -2.6650 -2.2868
46 H -1.4765 -2.5515 -1.2194
47 O 2.9180 -0.9349 -2.8205
48 N 3.7043 -1.7028 -2.3029
49 O 4.0804 -2.7443 -2.8014
50 C 4.2265 -1.3538 -0.9695
51 C 3.7820 -0.1930 -0.3662
52 C 4.2543 0.1192 0.9006
53 C 5.1613 -0.7232 1.5298
54 C 5.6012 -1.8798 0.8985
55 C 5.1301 -2.2058 -0.3623
56 H 3.0811 0.4522 -0.8725
57 H 3.9112 1.0153 1.3955
58 H 5.5242 -0.4793 2.5195
59 H 6.3078 -2.5332 1.3912
60 H 5.4566 -3.1040 -0.8641

These are the Mulliken partial charges, in e, on atoms 1 to 8: -0.5150, 0.3600, -0.6860, 0.6484, -0.7381, -1.0391, 1.0400, -0.2919